1.
Formula: C7H10
Source: the Open Molecules 2025 dataset
Level of theory: ωB97M-V/def2-TZVPD

Properties
LUMO energy = 0.0430 Ha
Total charge = 0
Relative energy (zero: lowest compared OMol25 entry of this formula, charge and spin) = 1.937 eV
Structure (SMILES) = C=C/C=C/CC=C
Gap between HOMO and LUMO = 10.004 eV

Geometry as XYZ:
```
17
Properties=species:S:1:pos:R:3:forces:R:3
C 0.252 3.516 0.129 -0.08 0.34 0.07
C 0.619 2.267 -0.126 0.11 -0.01 0.56
C -0.057 1.103 0.472 -0.20 -0.13 -0.03
C -0.236 -0.047 -0.171 0.50 0.32 0.02
C -0.945 -1.230 0.391 -0.38 -0.52 -0.17
C -0.350 -2.566 0.036 0.66 -0.25 -0.50
C 0.754 -2.747 -0.683 0.08 0.13 0.66
H -0.578 3.739 0.797 0.03 -0.16 -0.12
H 0.732 4.389 -0.302 0.13 -0.23 -0.01
H 1.511 2.051 -0.705 -0.21 0.10 -0.35
H -0.470 1.208 1.472 0.01 0.14 0.00
H 0.180 -0.104 -1.175 -0.16 -0.24 -0.01
H -1.954 -1.292 -0.040 -0.05 0.25 0.10
H -1.088 -1.113 1.465 0.02 -0.03 0.08
H -0.868 -3.487 0.285 -0.52 0.32 0.09
H 1.028 -3.737 -1.007 0.18 -0.13 0.05
H 1.468 -1.950 -0.838 -0.11 0.11 -0.44
```
Positions in Å, forces in eV/Å.

Let us look at the Mulliken charges, expressed in e, one per atom:
1. C -0.7272
2. C -0.2253
3. C -0.3768
4. C -0.2842
5. C -0.4727
6. C -0.1682
7. C -0.8044
8. H 0.2427
9. H 0.2612
10. H 0.3066
11. H 0.3370
12. H 0.4786
13. H 0.2451
14. H 0.3220
15. H 0.3105
16. H 0.2542
17. H 0.3009

=====

2.
Formula: C10H32IN8O6
Source: the Open Molecules 2025 dataset
Level of theory: ωB97M-V/def2-TZVPD

Properties
LUMO energy (alpha / beta) = -0.0143 / -0.2051 Ha
⟨S²⟩ = 0.75
Total charge = 0
Spin multiplicity = 2
Gap between HOMO and LUMO (alpha / beta) = 8.911 / 3.674 eV

Geometry as XYZ:
```
57
Properties=species:S:1:pos:R:3:forces:R:3
I -0.493 1.152 -0.474 0.03 0.11 -0.03
C 3.660 -0.059 1.387 -0.12 -0.54 0.16
C 2.803 -0.309 2.671 2.42 2.04 -0.68
C 2.953 0.928 3.668 -0.50 -1.85 -0.39
O 1.483 -0.511 2.314 -1.23 -0.23 -0.17
H 3.430 -0.700 0.536 -0.16 -0.74 0.34
H 4.720 -0.197 1.603 0.02 0.27 -0.02
H 3.488 0.908 0.916 0.05 0.57 0.62
H 3.150 -1.191 3.211 -0.06 -0.13 -0.28
H 2.142 1.629 3.469 0.06 0.07 0.15
H 3.915 1.440 3.682 0.02 -0.22 -0.29
H 2.819 0.406 4.615 -0.20 0.81 0.44
H 1.292 0.114 1.610 -0.14 0.22 -0.01
C 1.753 -0.241 -5.398 0.50 0.65 0.83
C 0.517 -0.215 -4.405 2.27 2.13 -1.60
C -0.641 -0.721 -5.091 -1.96 -1.41 -1.84
O 0.743 -0.810 -3.168 0.32 -0.71 0.92
H 2.344 -1.154 -5.472 -0.43 -0.31 0.31
H 2.461 0.536 -5.110 0.20 -0.09 0.54
H 1.564 0.086 -6.420 -0.85 -0.30 0.02
H 0.397 0.838 -4.151 -0.14 0.51 -0.51
H -1.638 -0.598 -4.667 0.22 0.06 0.54
H -0.469 -1.787 -5.242 -0.28 -0.25 -0.01
H -0.706 -0.304 -6.096 0.03 0.15 -0.02
H 0.215 -0.214 -2.632 0.16 -0.47 0.70
C -1.419 -2.945 2.306 -1.95 -3.02 -0.64
O -2.070 -3.925 2.636 -1.46 0.23 0.28
N -0.218 -2.808 2.726 4.95 0.43 2.17
N -1.731 -2.083 1.362 -1.92 2.79 -2.87
H 0.090 -3.548 3.342 0.14 0.22 -0.23
H 0.462 -2.279 2.199 0.01 0.03 0.58
H -1.111 -1.381 0.983 0.35 -0.32 0.71
H -2.614 -2.019 0.874 -0.01 -0.86 0.56
C -3.298 -2.244 -2.147 -1.66 -3.69 -0.92
O -4.425 -2.625 -2.276 -2.68 -0.28 -1.68
N -2.261 -2.762 -2.787 1.61 -1.11 -2.38
N -2.981 -1.548 -1.135 2.15 4.98 4.33
H -1.373 -2.871 -2.318 -0.14 -0.03 -0.25
H -2.576 -3.503 -3.396 0.52 -0.07 0.01
H -2.062 -1.137 -1.219 -0.15 0.34 0.41
H -3.692 -0.950 -0.737 0.02 -0.14 -0.01
C -3.968 0.526 2.241 -6.79 -2.48 4.35
O -5.004 0.126 2.769 -0.52 -0.45 0.48
N -2.901 0.731 2.853 6.36 0.72 4.36
N -3.932 0.912 1.066 0.48 2.07 -9.46
H -2.088 0.967 2.301 0.19 0.16 1.09
H -2.954 0.765 3.861 0.60 -0.21 -0.27
H -3.003 1.097 0.715 -0.65 0.30 -0.71
H -4.696 0.768 0.420 0.13 0.00 0.30
C 1.770 4.444 1.689 -3.23 1.93 3.27
O 0.692 4.780 2.239 1.77 -0.93 -0.94
N 2.961 4.752 2.118 2.88 1.71 1.90
N 1.877 3.682 0.654 -1.71 -3.59 -4.61
H 3.045 5.118 3.055 0.35 0.23 -0.43
H 3.741 4.441 1.556 0.14 0.25 0.89
H 1.127 3.011 0.569 0.14 0.37 -0.48
H 2.712 3.483 0.122 -0.15 0.09 0.47
```
Positions in Å, forces in eV/Å.

Let us look at the Mulliken charges, expressed in e, one per atom:
1. I 0.2110
2. C -1.3696
3. C 0.3469
4. C -1.1318
5. O -0.2772
6. H 0.4145
7. H 0.4040
8. H 0.2126
9. H 0.3817
10. H 0.2660
11. H 0.3344
12. H 0.3294
13. H 0.0181
14. C -1.4825
15. C 0.8075
16. C -1.3246
17. O -0.4223
18. H 0.3515
19. H 0.3476
20. H 0.3871
21. H 0.2020
22. H 0.2885
23. H 0.2866
24. H 0.4216
25. H 0.0428
26. C 0.5760
27. O -0.7130
28. N -0.2098
29. N 0.1140
30. H 0.2211
31. H 0.1271
32. H -0.0938
33. H 0.1165
34. C 0.5442
35. O -0.6788
36. N -0.3300
37. N -0.0553
38. H 0.1740
39. H 0.2478
40. H -0.1112
41. H 0.1078
42. C 0.8117
43. O -0.7448
44. N -0.2177
45. N -0.2942
46. H 0.0714
47. H 0.1990
48. H -0.0425
49. H 0.2374
50. C 0.7356
51. O -0.6936
52. N -0.4316
53. N -0.2836
54. H 0.2269
55. H 0.1628
56. H -0.0382
57. H 0.2192

=====

3.
Formula: C20H24Cl12F12O8
Source: the Open Molecules 2025 dataset
Level of theory: ωB97M-V/def2-TZVPD

Properties
LUMO energy = 0.0030 Ha
Total charge = 0
Relative energy (zero: lowest compared OMol25 entry of this formula, charge and spin) = 3.021 eV
Structure (SMILES) = CCOC(=O)C(F)(F)F.CCOC(=O)C(F)(F)F.CCOC(=O)C(F)(F)F.CCOC(=O)C(F)(F)F.ClC(Cl)Cl.ClC(Cl)Cl.ClC(Cl)Cl.ClC(Cl)Cl
Gap between HOMO and LUMO = 11.114 eV

Geometry as XYZ:
```
76
Properties=species:S:1:pos:R:3:forces:R:3
C 22.807 15.520 -14.302 0.95 -0.88 0.23
C 23.866 14.937 -13.368 0.04 0.32 -0.75
O 23.445 15.128 -11.992 -0.48 -1.65 1.16
C 23.910 16.084 -11.193 1.92 -0.11 -4.72
O 24.556 16.980 -11.692 -0.20 0.01 1.73
C 23.571 16.006 -9.739 -0.84 -0.82 1.52
F 22.885 17.090 -9.547 -1.38 1.99 0.66
F 22.778 14.983 -9.312 0.93 0.20 -0.84
F 24.628 16.069 -8.936 0.45 -0.48 -0.31
H 22.724 16.581 -14.066 -0.64 -0.16 -0.26
H 21.939 14.865 -14.228 -0.50 0.76 0.32
H 23.139 15.356 -15.327 0.21 0.37 -0.09
H 24.861 15.312 -13.613 -0.06 0.63 0.68
H 23.974 13.870 -13.564 -0.39 -0.17 0.63
C 20.951 15.562 -20.722 -1.37 0.63 0.17
C 22.409 15.465 -20.567 1.89 0.67 -0.33
O 22.747 14.607 -19.472 2.39 -3.00 0.32
C 23.846 13.758 -19.648 0.77 2.03 -1.89
O 24.475 13.572 -20.703 -2.21 0.44 3.49
C 24.376 13.117 -18.278 -0.93 -0.54 -0.94
F 23.599 13.347 -17.189 0.83 0.13 -0.98
F 24.296 11.803 -18.568 0.29 -0.05 0.63
F 25.658 13.411 -17.995 -1.15 0.11 -0.23
H 20.502 14.735 -21.272 0.10 -0.07 0.06
H 20.655 16.491 -21.210 0.32 -0.01 -0.37
H 20.434 15.658 -19.768 0.18 -0.28 0.24
H 22.957 16.361 -20.278 -0.82 0.62 -0.12
H 22.949 15.197 -21.475 -0.27 -0.64 -0.08
C 23.050 9.701 -16.136 0.41 -1.39 -1.37
C 22.409 9.908 -14.828 1.15 -0.28 2.75
O 21.102 10.318 -15.015 -4.37 2.00 -0.21
C 19.969 9.835 -14.426 3.01 -5.28 1.69
O 20.003 8.781 -13.721 -0.57 4.46 -2.24
C 18.586 10.396 -14.853 0.20 0.10 -0.63
F 18.668 11.349 -15.842 -0.30 -1.41 1.35
F 17.869 9.314 -15.308 0.65 1.91 0.52
F 17.990 10.934 -13.769 0.17 -0.45 -1.09
H 24.067 10.086 -16.218 -0.16 0.11 0.15
H 22.435 10.112 -16.936 0.13 0.27 0.10
H 23.093 8.631 -16.336 0.13 -0.08 -0.22
H 22.985 10.638 -14.259 -0.45 0.89 -0.13
H 22.420 9.119 -14.076 -0.01 -0.85 -0.66
C 21.838 13.380 -25.093 -1.12 0.93 -0.77
C 21.134 14.174 -23.982 0.43 -0.69 -0.76
O 19.637 14.062 -24.090 0.52 0.82 0.51
C 19.010 15.045 -24.750 3.36 2.45 -2.81
O 19.602 15.893 -25.490 -2.81 -3.18 3.04
C 17.457 14.999 -24.631 -0.76 0.56 -0.83
F 16.905 16.218 -24.472 0.83 -0.11 0.60
F 16.898 14.579 -25.778 0.62 -0.62 -0.08
F 17.055 14.202 -23.658 0.04 -0.06 0.29
H 22.909 13.577 -25.053 -0.02 -0.37 0.18
H 21.489 13.729 -26.065 0.11 0.33 -0.10
H 21.559 12.326 -25.120 0.38 -0.06 0.60
H 21.446 15.217 -23.932 -0.43 0.06 -0.45
H 21.534 13.729 -23.070 -1.19 -0.13 0.47
Cl 18.340 19.113 -20.193 -0.12 -0.08 -0.54
C 17.529 18.285 -21.546 -1.18 0.90 0.69
Cl 15.757 18.718 -21.398 0.87 -0.37 -0.40
Cl 17.765 16.577 -21.411 0.02 -0.52 -0.12
H 17.877 18.645 -22.514 0.04 0.01 0.32
Cl 21.754 20.955 -23.522 0.39 -1.39 -0.73
C 21.828 19.384 -24.433 -1.91 0.01 -0.36
Cl 21.095 19.511 -26.042 0.27 0.73 -0.35
Cl 20.712 18.155 -23.668 1.22 0.52 0.53
H 22.814 18.986 -24.671 0.00 0.22 1.02
Cl 25.175 18.019 -19.995 -0.40 -1.34 1.75
C 25.738 19.225 -21.023 1.35 0.11 -1.42
Cl 25.800 20.796 -20.323 -0.37 1.01 0.45
Cl 24.767 19.129 -22.486 -0.17 0.44 -0.70
H 26.773 19.020 -21.296 -0.27 -0.21 -0.14
Cl 22.513 17.790 -17.952 -0.24 -0.35 -0.29
C 21.575 19.252 -18.381 -0.21 -1.15 -0.10
Cl 21.490 19.592 -20.098 0.66 -0.09 -0.31
Cl 22.313 20.535 -17.513 -0.13 1.06 0.48
H 20.554 18.993 -18.102 0.20 0.52 0.38
```
Positions in Å, forces in eV/Å.

Let us look at the Mulliken charges, expressed in e, one per atom:
1. C -0.7068
2. C -0.3328
3. O -0.2542
4. C 0.3817
5. O -0.5410
6. C 0.8589
7. F -0.2442
8. F -0.2477
9. F -0.2390
10. H 0.3481
11. H 0.2292
12. H 0.1230
13. H 0.3524
14. H 0.2709
15. C -0.8132
16. C 0.1360
17. O -0.1507
18. C 0.3350
19. O -0.5550
20. C 0.8914
21. F -0.1679
22. F -0.2607
23. F -0.2456
24. H 0.3005
25. H 0.0578
26. H 0.4532
27. H -0.3353
28. H 0.3706
29. C -1.0539
30. C -0.2325
31. O -0.2294
32. C 0.3857
33. O -0.5532
34. C 0.8012
35. F -0.2171
36. F -0.2283
37. F -0.2230
38. H 0.3107
39. H 0.2997
40. H 0.3593
41. H 0.1889
42. H 0.3904
43. C -1.3586
44. C 0.3011
45. O -0.3040
46. C 0.5889
47. O -0.5506
48. C 0.6714
49. F -0.2313
50. F -0.2651
51. F -0.2236
52. H 0.3711
53. H 0.3690
54. H 0.3244
55. H 0.1567
56. H 0.1787
57. Cl -0.1166
58. C 0.1652
59. Cl -0.1466
60. Cl -0.0886
61. H 0.1617
62. Cl -0.0985
63. C -0.1246
64. Cl -0.1212
65. Cl 0.0381
66. H 0.2659
67. Cl -0.0162
68. C -0.1295
69. Cl -0.1219
70. Cl -0.0777
71. H 0.3514
72. Cl -0.0618
73. C -0.0541
74. Cl -0.0016
75. Cl -0.1182
76. H 0.2532

=====

4.
Formula: C2H4BrNO2
Source: the Open Molecules 2025 dataset
Level of theory: ωB97M-V/def2-TZVPD

Properties
LUMO energy (alpha / beta) = -0.0170 / -0.0714 Ha
Total charge = 0
Relative energy (zero: lowest compared OMol25 entry of this formula, charge and spin) = 7.581 eV
Gap between HOMO and LUMO (alpha / beta) = 8.812 / 8.501 eV

Geometry as XYZ:
```
10
Properties=species:S:1:pos:R:3:forces:R:3
C 0.754 -0.953 -0.165 1.30 0.59 2.73
C -0.301 -0.071 -0.407 -2.04 2.01 -1.69
N -1.098 0.600 0.581 -1.37 0.12 -1.10
O -0.904 0.480 1.761 1.36 -0.81 1.36
O -2.043 1.241 0.148 -0.24 0.44 -0.27
Br -0.825 0.344 -2.162 0.37 -0.36 0.41
H 1.003 -0.864 0.899 0.38 -0.07 -0.20
H 1.572 -0.841 -0.802 1.64 1.11 -0.87
H 0.597 -1.943 -0.354 -1.44 -3.06 -0.32
H 1.245 2.006 0.501 0.04 0.04 -0.05
```
Positions in Å, forces in eV/Å.

Let us look at the Mulliken charges, expressed in e, one per atom:
1. C -1.0278
2. C 0.1424
3. N 0.9503
4. O -0.5799
5. O -0.5794
6. Br -0.0456
7. H 0.3027
8. H 0.3910
9. H 0.4029
10. H 0.0433

=====

5.
Formula: C6H7N
Source: the Open Molecules 2025 dataset
Level of theory: ωB97M-V/def2-TZVPD

Properties
LUMO energy = 0.0027 Ha
Total charge = 0
Relative energy (zero: lowest compared OMol25 entry of this formula, charge and spin) = 6.533 eV
Structure (SMILES) = C#CC(C)(C)C#N
Gap between HOMO and LUMO = 9.798 eV

Geometry as XYZ:
```
14
Properties=species:S:1:pos:R:3:forces:R:3
C 2.070 -1.465 0.060 -13.92 4.17 -2.03
C 0.704 -1.215 -0.106 13.26 -3.94 1.87
C -0.258 -0.235 -0.242 -2.41 1.08 2.57
C 0.280 0.878 -1.091 3.34 1.38 -1.43
C -0.498 0.559 1.074 -1.42 -1.47 3.38
C -1.653 -0.799 -0.265 -1.01 -1.75 -2.70
N -2.646 -1.404 -0.376 1.79 1.50 0.59
H 2.730 -2.174 0.220 3.32 -3.00 0.75
H -0.610 1.444 -1.073 -0.41 1.94 -1.06
H 0.792 0.703 -2.152 -1.69 -0.09 2.30
H 1.188 1.434 -0.434 -2.71 -1.55 -1.83
H 0.354 1.111 1.413 0.29 0.26 0.17
H -1.395 1.107 0.991 -0.54 2.00 -1.22
H -1.057 0.056 1.980 2.11 -0.53 -1.38
```
Positions in Å, forces in eV/Å.

Let us look at the Mulliken charges, expressed in e, one per atom:
1. C -0.6476
2. C -0.5632
3. C 1.7309
4. C -1.0409
5. C -1.4755
6. C -0.0942
7. N -0.4875
8. H 0.3973
9. H 0.4211
10. H 0.2871
11. H 0.2766
12. H 0.4115
13. H 0.4372
14. H 0.3471

=====

6.
Formula: H3N3O2
Source: the Open Molecules 2025 dataset
Level of theory: ωB97M-V/def2-TZVPD

Properties
LUMO energy (alpha / beta) = -0.0218 / -0.0222 Ha
Total charge = 0
Relative energy (zero: lowest compared OMol25 entry of this formula, charge and spin) = 2.985 eV
Gap between HOMO and LUMO (alpha / beta) = 8.246 / 9.457 eV

Geometry as XYZ:
```
8
Properties=species:S:1:pos:R:3:forces:R:3
N -0.291 -0.766 1.123 -1.42 -1.64 4.32
N 0.070 1.275 0.316 1.45 1.43 -0.95
N -0.146 -0.040 0.243 0.45 -1.51 -2.86
O 0.596 -0.462 -1.594 0.16 -1.57 -0.05
O -0.585 -1.859 1.593 0.71 0.97 -1.53
H -0.739 1.775 0.603 -0.90 0.31 0.37
H 0.332 1.538 -0.638 0.01 0.00 0.35
H 0.764 -1.462 -1.644 -0.46 2.02 0.35
```
Positions in Å, forces in eV/Å.

Let us look at the Mulliken charges, expressed in e, one per atom:
1. N 0.3898
2. N -0.4446
3. N 0.3523
4. O -0.6387
5. O -0.5153
6. H 0.2632
7. H 0.3196
8. H 0.2738